3 unconnected molecules or ions with the total composition C6H13NO2 in a non-equilibrium geometry. Source: OMol25; level of theory: the ωB97M-V functional and the def2-TZVPD basis.

Each line ends with the natural charge from an NBO analysis.
Atoms and positions in Å:
1 N 0.547 -0.246 2.133  -0.831
2 C -0.082 -1.244 1.939  0.900
3 O -0.582 -2.216 1.583  -0.490
4 H 0.647 0.338 2.932  0.431
5 C -2.452 0.238 0.757  -0.429
6 C -1.664 -0.049 -0.269  -0.175
7 C -1.732 -1.311 -1.062  -0.651
8 H -3.212 -0.446 1.104  0.188
9 H -2.369 1.171 1.287  0.196
10 H -0.929 0.670 -0.589  0.221
11 H -0.788 -1.854 -0.993  0.216
12 H -1.902 -1.075 -2.111  0.216
13 H -2.532 -1.958 -0.708  0.212
14 C 2.159 0.076 -0.969  -0.640
15 C 1.947 1.572 -0.769  -0.054
16 O 0.844 1.869 0.053  -0.737
17 H 2.351 -0.409 -0.014  0.206
18 H 1.277 -0.375 -1.416  0.206
19 H 3.009 -0.092 -1.625  0.214
20 H 1.747 2.062 -1.726  0.173
21 H 2.860 2.016 -0.341  0.151
22 H 0.857 1.263 0.805  0.479

Output
HOMO = -9.435 eV
E_tot = -441.6132 Ha
Structure (SMILES) = N=C=O.C=CC.CCO

=====

A single C26H30N4O4 molecule. Source: OMol25; level of theory: the ωB97M-V functional and the def2-TZVPD basis.

Each line ends with the natural charge from an NBO analysis.
Atoms and positions in Å:
1 C -3.427 -0.403 2.879  -0.609
2 C -3.979 0.882 2.261  -0.213
3 C -2.864 1.909 2.088  -0.626
4 C -4.774 0.637 0.968  -0.390
5 C -3.988 0.344 -0.318  -0.169
6 N -3.001 -0.699 -0.208  -0.615
7 C -2.944 -1.697 -1.100  0.637
8 O -3.835 -2.002 -1.882  -0.650
9 C -1.683 -2.474 -1.099  0.085
10 N -1.617 -3.576 -1.902  -0.495
11 C -0.365 -4.066 -1.825  0.192
12 N 0.383 -3.352 -1.032  -0.474
13 C -0.411 -2.343 -0.560  -0.014
14 C 0.154 -1.346 0.365  0.672
15 O -0.505 -0.449 0.887  -0.666
16 N 1.460 -1.529 0.586  -0.591
17 C 2.239 -0.726 1.502  -0.089
18 C 2.564 -1.530 2.767  -0.603
19 C 3.512 -0.231 0.859  0.077
20 C 3.872 1.105 0.966  -0.223
21 C 5.061 1.560 0.424  -0.208
22 C 5.902 0.684 -0.240  -0.226
23 C 5.549 -0.650 -0.353  -0.196
24 C 4.365 -1.106 0.197  -0.253
25 C -3.343 1.611 -0.885  0.812
26 O -3.862 2.695 -0.929  -0.603
27 O -2.134 1.330 -1.363  -0.514
28 C -1.343 2.388 -1.894  -0.086
29 C 0.075 1.896 -2.002  -0.071
30 C 0.322 0.575 -2.352  -0.156
31 C 1.620 0.106 -2.442  -0.219
32 C 2.684 0.959 -2.206  -0.216
33 C 2.443 2.279 -1.866  -0.208
34 C 1.145 2.745 -1.755  -0.203
35 H -4.176 -1.192 2.868  0.203
36 H -3.142 -0.220 3.913  0.205
37 H -2.546 -0.750 2.349  0.214
38 H -4.709 1.295 2.970  0.200
39 H -3.244 2.814 1.620  0.219
40 H -2.453 2.174 3.061  0.212
41 H -2.054 1.507 1.485  0.209
42 H -5.463 -0.192 1.142  0.211
43 H -5.367 1.529 0.753  0.230
44 H -4.711 0.011 -1.078  0.266
45 H -2.140 -0.474 0.301  0.451
46 H -2.407 -3.895 -2.445  0.449
47 H -0.032 -4.937 -2.353  0.205
48 H 1.887 -2.318 0.121  0.426
49 H 1.604 0.126 1.767  0.236
50 H 1.645 -1.859 3.246  0.218
51 H 3.163 -2.403 2.518  0.204
52 H 3.123 -0.912 3.464  0.217
53 H 3.215 1.793 1.477  0.215
54 H 5.331 2.602 0.519  0.215
55 H 6.829 1.038 -0.666  0.216
56 H 6.202 -1.339 -0.869  0.214
57 H 4.109 -2.152 0.109  0.205
58 H -1.736 2.666 -2.882  0.200
59 H -1.419 3.264 -1.241  0.206
60 H -0.511 -0.083 -2.543  0.210
61 H 1.800 -0.928 -2.700  0.214
62 H 3.698 0.597 -2.283  0.219
63 H 3.272 2.945 -1.679  0.213
64 H 0.960 3.772 -1.477  0.209

Output
HOMO = -9.027 eV
E_tot = -1528.8538 Ha
Structure (SMILES) = CC(C)C[C@H](NC(=O)c1[nH]cnc1C(=O)N[C@@H](C)c1ccccc1)C(=O)OCc1ccccc1

=====

A single C5H7F molecule in a non-equilibrium geometry. Source: OMol25; level of theory: the ωB97M-V functional and the def2-TZVPD basis.

Each line ends with the natural charge from an NBO analysis.
Atoms and positions in Å:
1 C -0.170 0.530 1.010  -0.184
2 C -0.201 0.379 -0.279  0.056
3 C 0.554 -0.741 1.393  -0.498
4 C 0.684 -1.144 -0.128  0.188
5 C -0.778 1.073 -1.410  -0.663
6 F 1.856 -1.399 -0.683  -0.335
7 H -0.455 1.286 1.627  0.177
8 H 1.522 -0.487 1.829  0.239
9 H 0.023 -1.414 2.040  0.222
10 H -0.048 -1.853 -0.551  0.160
11 H -0.120 1.775 -1.777  0.225
12 H -1.768 1.539 -0.872  0.191
13 H -1.099 0.456 -2.200  0.224

Output
Multiplicity = 3
⟨S²⟩ = 2.01
HOMO (alpha / beta) = -4.737 / -9.479 eV
E_tot = -294.3032 Ha

=====

A single C2H8N4 molecule in a non-equilibrium geometry. Source: OMol25; level of theory: the ωB97M-V functional and the def2-TZVPD basis.

Each line ends with the natural charge from an NBO analysis.
Atoms and positions in Å:
1 C 2.319 -0.254 0.142  -0.438
2 N 1.083 0.632 0.135  -0.533
3 C -0.058 0.178 -0.119  0.551
4 N -0.501 -1.130 -0.246  -0.850
5 N -1.141 1.154 -0.256  -0.484
6 N -2.404 0.909 0.303  -0.651
7 H 2.888 -0.066 -0.771  0.201
8 H 2.906 0.082 0.996  0.209
9 H 2.123 -1.328 0.237  0.162
10 H -1.327 -1.245 -0.816  0.385
11 H 0.228 -1.792 -0.464  0.388
12 H -0.803 2.078 -0.010  0.379
13 H -2.969 0.351 -0.331  0.340
14 H -2.343 0.433 1.202  0.340

Output
HOMO = -8.815 eV
E_tot = -299.9890 Ha
Structure (SMILES) = C/N=C(\N)NN

=====

Q: Look up the E_tot of the third one.
A: -294.3032 Ha